Model P:
Below is a cluster of 2 separate species, C4H7O2P in total, with properties calculated with ωB97M-V with the def2-TZVPD basis set.

Element x y z (Å)
P -1.82398 -1.71113 -0.07030
O 1.12484 1.43642 0.09207
O 1.38220 -0.84587 -0.08439
C 0.78669 0.26769 -0.01696
C 2.75022 -0.87263 -0.06488
C -2.12680 1.29974 0.07809
C -1.81954 -0.07571 0.07278
H 2.99354 0.20472 -0.04106
H 3.29928 -1.38338 -0.88781
H -2.28906 1.67265 -0.94112
H -1.29966 2.03878 0.24466
H -3.15297 -2.09884 -0.19701
H -2.87566 1.56628 0.93281
H 3.05088 -1.49871 0.88313

Output
HOMO level (spin up / spin down): -8.22 / -7.69 eV
Net charge: 0
Molar mass: 118.1 g mol⁻¹
Kohn-Sham gap (spin up / spin down): 8.41 / 7.86 eV

---

Model Q:
Below is the molecule C4H7O2P, with properties calculated with ωB97M-V with the def2-TZVPD basis set.

Element x y z (Å)
P 1.57985 0.21072 0.28042
O 2.96243 0.55285 0.04498
O 1.32569 -1.27031 -0.13135
C -0.15123 -1.79462 -0.04957
C -1.04521 0.56738 -0.03535
C -1.14249 -0.97028 0.08000
C 0.24081 1.16911 -0.54821
H -2.11004 -1.40678 0.17854
H -1.33449 0.86532 0.94901
H -2.03642 1.08017 -0.60373
H 1.03697 0.45605 1.51022
H -0.13943 -2.80205 0.07113
H 0.44534 1.13099 -1.54267
H 0.36823 2.21147 -0.20341

Output
HOMO level: -10.11 eV
Net charge: 0
Structure (SMILES): O=[P@H]1CCC=CO1
Molar mass: 118.1 g mol⁻¹
Kohn-Sham gap: 10.82 eV

---

Which one sits at the bottom of the stability order? model P does.

---

Model P:
Below is a cluster of 3 separate species, H3N3O3 in total, with properties calculated with ωB97M-V with the def2-TZVPD basis set.

Element x y z (Å)
O -0.87835 0.43867 1.63233
O 0.09805 -2.25039 -0.09930
O 0.50535 2.12384 1.57305
N -0.32344 1.43736 -2.65860
N 0.30473 1.52307 -1.78494
N 0.08805 1.25809 0.92259
H -0.93764 -0.31832 1.16154
H 0.17746 -1.71471 -0.88094
H 0.96579 -2.49760 0.13427

Output
HOMO level (spin up / spin down): -7.99 / -12.09 eV
Spin multiplicity: 3
Net charge: 0
<S²>: 2.0093
Molar mass: 93.0 g mol⁻¹
Kohn-Sham gap (spin up / spin down): 8.73 / 9.90 eV

---

Model Q:
Below is a cluster of 3 separate species, H3N3O3 in total, with properties calculated with ωB97M-V with the def2-TZVPD basis set.

Element x y z (Å)
O -0.89786 2.58125 2.80401
O 0.43933 0.09256 0.14640
O 0.21903 0.80579 2.60198
N -0.26495 5.27990 0.07636
N -1.04649 4.56129 0.35778
N -0.79830 1.63473 2.13318
H 0.87329 -0.75384 -0.22992
H -0.20881 0.43606 -0.44830
H 0.35265 0.14703 1.86538

Output
HOMO level (spin up / spin down): -7.35 / -11.38 eV
Spin multiplicity: 3
Net charge: 0
<S²>: 2.0081
Molar mass: 93.0 g mol⁻¹
Kohn-Sham gap (spin up / spin down): 7.71 / 9.71 eV

---

Which one sits at the bottom of the stability order? model P does.